Record 1
9
Properties=species:S:1:pos:R:3:forces:R:3:mulliken_charge:R:1 method="wB97M-V/def2-TZVPD" spin_multiplicity=1 largest_force_ev_per_a=7.6 charge=0 homo_energy_ev=-10.572 orbital_gap_ev=10.45 de_lowest_kcal_mol=79.77 mol_weight_g_mol=102.0
H -2.66389 -0.31046 0.02482 1.67 -1.25 -0.10 0.268
N -1.81373 -0.96708 -0.06326 -0.25 3.13 0.26 -0.588
C -0.73462 -0.26729 -0.09380 -1.83 -4.00 0.14 0.533
N -0.37456 1.00628 -0.04299 3.97 5.94 2.61 -0.226
O 1.13219 0.97038 -0.40345 -0.02 0.05 1.28 -0.281
C 1.57879 -0.38681 -0.17280 2.24 2.10 1.07 0.712
O 2.74755 -0.75262 0.12935 -6.09 1.52 -1.99 -0.488
O 0.40242 -0.98150 -0.33492 1.28 -4.36 0.37 -0.302
H -0.27414 1.68909 0.95705 -0.98 -3.13 -3.65 0.373

Record 2
10
Properties=species:S:1:pos:R:3:forces:R:3:mulliken_charge:R:1 method="wB97M-V/def2-TZVPD" spin_multiplicity=1 largest_force_ev_per_a=5.0 charge=0 homo_energy_ev=-9.835 orbital_gap_ev=9.06 de_lowest_kcal_mol=98.90 mol_weight_g_mol=118.0
C 0.63213 0.05950 -0.87582 -0.13 -2.44 -0.44 0.443
C -0.02091 -1.01762 0.91486 0.03 -3.34 2.57 0.513
H -0.40279 1.66581 -1.08091 1.00 -3.36 -3.05 0.504
H -0.96025 1.52834 1.05517 -1.54 -0.61 -2.47 0.457
N 1.45276 -0.95725 -0.77911 -0.14 1.47 -0.63 -0.433
N -0.16267 0.13175 0.28467 1.61 1.48 -2.60 0.270
O 0.14712 0.71284 -1.91294 -0.19 3.66 3.44 -0.548
O 1.15166 -1.52566 0.51232 0.49 0.63 -1.54 -0.177
O -0.65689 -1.62270 1.71743 -1.29 0.61 0.90 -0.549
O -1.18016 1.02498 0.16435 0.15 1.90 3.81 -0.480

Record 3
10
Properties=species:S:1:pos:R:3:forces:R:3:mulliken_charge:R:1 method="wB97M-V/def2-TZVPD" spin_multiplicity=1 largest_force_ev_per_a=2.6 charge=0 homo_energy_ev=-9.984 orbital_gap_ev=10.15 de_lowest_kcal_mol=43.24 mol_weight_g_mol=118.0
C 0.70895 1.34224 0.11630 0.89 -0.85 0.47 -0.526
C -3.43152 -0.23916 -0.08099 -0.48 0.33 1.17 0.671
N -0.05304 2.15526 -0.15958 -0.69 0.44 -0.31 0.100
N 2.34265 -1.93154 0.18742 1.05 -0.31 0.04 0.167
O -4.28733 -0.32726 0.67582 -1.35 -0.44 0.68 -0.338
O 2.87392 -0.64129 0.09145 -1.12 -0.70 0.46 -0.323
O -2.52888 -0.06868 -0.75294 1.83 0.12 -1.84 -0.341
O 3.18335 -2.75458 0.15780 -0.48 0.41 -0.13 -0.337
H -0.84301 2.62177 -0.52669 -0.35 0.45 -0.13 0.313
H 2.03491 -0.15675 0.29142 0.71 0.55 -0.40 0.614

Record 4
8
Properties=species:S:1:pos:R:3:forces:R:3:mulliken_charge:R:1 method="wB97M-V/def2-TZVPD" spin_multiplicity=1 largest_force_ev_per_a=2.8 charge=0 homo_energy_ev=-8.654 orbital_gap_ev=8.42 de_lowest_kcal_mol=75.20 smiles="N#[N+][O-].C=C=S" mol_weight_g_mol=102.1
N -0.08642 1.35778 0.23610 -0.08 -0.21 1.07 -0.333
N 0.02219 2.16441 -0.51484 -0.10 -0.91 1.16 0.815
O 0.13540 3.00359 -1.29280 0.25 1.95 -1.98 -0.540
C 0.16818 -1.41124 0.88206 0.24 0.06 0.56 -0.463
C -0.21419 -1.06907 -0.30561 -0.35 -0.89 -0.88 0.284
S -0.70728 -0.90334 -1.77741 0.05 0.01 0.05 -0.336
H 0.33182 -0.69435 1.66334 0.00 0.22 0.11 0.295
H 0.35031 -2.44778 1.10914 -0.01 -0.24 -0.10 0.279